Below is a 3-piece molecular cluster, C23H54Cl2N2O10P3 overall, with properties calculated with the ωB97M-V functional and the def2-TZVPD basis.

XYZ file:
```
94
Properties=species:S:1:pos:R:3:lowdin_charge:R:1
C -3.586 -1.228 -9.754 -0.068
C -2.273 -0.898 -8.891 -0.242
O -1.992 -2.079 -8.117 -0.168
C -1.465 -1.767 -6.816 -0.189
C -2.471 -2.204 -5.649 -0.229
C -3.816 -1.360 -5.769 -0.071
N -3.643 0.059 -5.296 0.061
C -3.193 0.215 -3.895 -0.292
C -4.022 -0.320 -2.697 -0.580
Cl -3.999 1.013 -1.403 0.674
C -5.512 -0.782 -2.837 -0.705
C -5.625 -2.390 -2.896 -0.098
Cl -6.541 0.066 -4.069 0.641
C -1.726 -0.448 -3.830 -0.117
C -1.817 -2.011 -4.205 -0.385
P -0.108 -2.831 -4.006 0.869
N -0.095 -4.255 -5.067 -0.188
O 1.074 -1.740 -4.570 -0.331
H -4.398 -0.452 -9.587 0.076
H -4.020 -2.192 -9.344 0.085
H -3.381 -1.313 -10.852 0.078
H -2.587 -0.057 -8.191 0.095
H -1.417 -0.534 -9.519 0.132
H -1.177 -0.670 -6.708 0.127
H -0.480 -2.325 -6.743 0.119
H -2.736 -3.280 -5.887 0.154
H -4.006 -1.263 -6.888 0.135
H -4.726 -1.865 -5.361 0.107
H -4.432 0.666 -5.585 0.156
H -2.859 0.407 -5.883 0.164
H -2.989 1.321 -3.736 0.149
H -3.457 -1.162 -2.193 0.103
H -6.000 -0.541 -1.843 0.086
H -5.936 -2.764 -3.909 0.069
H -6.451 -2.709 -2.187 0.096
H -4.693 -2.894 -2.512 0.081
H -1.454 -0.415 -2.728 0.133
H -0.973 0.107 -4.450 0.124
H -2.487 -2.575 -3.481 0.101
H 0.503 -4.922 -4.558 0.030
H -1.027 -4.694 -5.036 0.033
H 1.923 -2.212 -4.666 0.055
O 1.758 4.878 0.974 -0.214
P 1.328 3.409 0.964 0.730
O -0.289 3.667 1.233 -0.240
C -1.085 4.140 0.157 -0.286
C -1.356 3.044 -0.859 -0.122
O 1.856 3.075 2.499 -0.260
C 2.964 3.783 3.059 -0.275
C 2.458 4.874 3.988 -0.065
O 1.015 1.749 0.757 -0.262
C 0.718 0.856 1.835 -0.272
C -0.545 1.187 2.614 -0.076
H -0.604 5.001 -0.319 0.111
H -2.030 4.483 0.584 0.123
H -0.431 2.740 -1.360 0.071
H -2.059 3.390 -1.622 0.062
H -1.766 2.158 -0.376 0.021
H 3.616 4.188 2.285 0.106
H 3.560 3.067 3.632 0.108
H 1.667 5.468 3.526 0.077
H 3.269 5.543 4.283 0.082
H 2.026 4.434 4.890 0.059
H 1.578 0.757 2.499 0.104
H 0.586 -0.127 1.371 0.118
H -0.424 2.094 3.206 0.066
H -0.790 0.377 3.305 0.084
H -1.394 1.339 1.944 0.066
O 4.471 0.754 5.156 -0.231
P 4.708 0.008 6.472 0.734
O 4.390 -1.521 5.917 -0.238
C 5.374 -2.169 5.118 -0.294
C 6.551 -2.642 5.952 -0.081
O 3.242 0.409 7.142 -0.253
C 2.600 1.635 6.796 -0.281
C 1.518 1.385 5.761 -0.070
O 5.186 -0.618 7.982 -0.253
C 4.289 -1.117 8.977 -0.277
C 3.465 -2.322 8.569 -0.077
H 5.709 -1.501 4.318 0.108
H 4.889 -3.029 4.650 0.118
H 7.102 -1.793 6.368 0.072
H 7.241 -3.233 5.346 0.079
H 6.213 -3.249 6.794 0.074
H 3.323 2.376 6.451 0.100
H 2.146 2.036 7.706 0.120
H 1.877 0.765 4.937 0.068
H 1.146 2.327 5.351 0.063
H 0.680 0.846 6.210 0.080
H 3.654 -0.312 9.352 0.112
H 4.925 -1.412 9.816 0.121
H 2.713 -2.062 7.823 0.069
H 2.939 -2.728 9.436 0.083
H 4.094 -3.106 8.147 0.071
```

Properties
Total energy, eV: -101084.1753
Total charge: +1
LUMO, eV: -3.00